1.
Density functional theory data (ωB97M-V with the def2-TZVPD basis set) for 11 unconnected molecules or ions with the total composition C30H86N4O11.

Its total charge is +1. Its relative energy (zero: lowest compared OMol25 entry of this formula, charge and spin) is 0.0 kJ/mol. The HOMO-LUMO gap (spin up / spin down) comes out at 9.060 / 3.139 eV. Its expectation value of S² is 0.76. The calculation puts the HOMO energy (spin up / spin down) at -0.40878 / -0.40878 hartree. The spin multiplicity is 2.

Each atom is followed by the atoms it is bonded to, with distances in Å.
Cartesian coordinates (Å):
1 C -1.337 1.249 4.702  C2 1.513, H4 1.090, H5 1.090, H6 1.090
2 C -2.248 1.681 5.830  C1 1.513, O3 1.395, H7 1.090, H8 1.090
3 O -1.530 1.644 7.025  C2 1.395, H9 0.960
4 H -0.457 1.892 4.702  C1 1.090
5 H -1.842 1.161 3.739  C1 1.090
6 H -0.958 0.256 4.944  C1 1.090
7 H -3.247 1.254 5.742  C2 1.090
8 H -2.393 2.759 5.770  C2 1.090
9 H -2.096 1.759 7.792  O3 0.960
10 C 5.464 -4.501 4.460  C11 1.523, H13 1.090, H14 1.090, H15 1.090
11 C 4.306 -5.453 4.729  C10 1.523, O12 1.414, H16 1.090, H17 1.090
12 O 3.175 -4.611 4.826  C11 1.414, H18 0.960
13 H 5.758 -3.986 5.375  C10 1.090
14 H 5.254 -3.787 3.665  C10 1.090
15 H 6.360 -4.998 4.088  C10 1.090
16 H 4.447 -6.106 5.591  C11 1.090
17 H 4.149 -6.093 3.860  C11 1.090
18 H 2.894 -4.575 5.743  O12 0.960
19 C 5.322 1.507 2.070  C20 1.563, H22 1.090, H23 1.090, H24 1.090
20 C 4.797 1.431 0.600  C19 1.563, O21 1.410, H25 1.090, H26 1.090
21 O 4.108 0.233 0.322  C20 1.410, H27 0.960
22 H 5.608 2.522 2.347  C19 1.090
23 H 6.192 0.906 2.339  C19 1.090
24 H 4.590 1.303 2.851  C19 1.090
25 H 5.658 1.586 -0.051  C20 1.090
26 H 4.086 2.235 0.409  C20 1.090
27 H 3.292 0.174 0.826  O21 0.960
28 C -3.828 -2.141 2.514  C29 1.517, H31 1.090, H32 1.090, H33 1.090
29 C -2.501 -1.768 1.881  C28 1.517, O30 1.373, H34 1.090, H35 1.090
30 O -2.668 -0.605 1.172  C29 1.373, H36 0.960
31 H -4.548 -2.366 1.727  C28 1.090
32 H -4.202 -1.271 3.055  C28 1.090
33 H -3.732 -2.955 3.232  C28 1.090
34 H -1.999 -2.593 1.376  C29 1.090
35 H -1.808 -1.482 2.672  C29 1.090
36 H -1.879 -0.471 0.642  O30 0.960
37 C 3.253 -4.804 0.316  C38 1.499, H40 1.090, H41 1.090, H42 1.090
38 C 4.686 -5.178 0.083  C37 1.499, O39 1.439, H43 1.090, H44 1.090
39 O 5.161 -4.474 -1.078  C38 1.439, H45 0.960
40 H 3.098 -3.750 0.084  C37 1.090
41 H 2.913 -5.000 1.333  C37 1.090
42 H 2.631 -5.399 -0.352  C37 1.090
43 H 4.746 -6.251 -0.103  C38 1.090
44 H 5.223 -5.034 1.020  C38 1.090
45 H 5.617 -5.131 -1.609  O39 0.960
46 C -1.237 5.871 2.662  C47 1.542, H49 1.090, H50 1.090, H51 1.090
47 C -1.302 4.452 3.261  C46 1.542, O48 1.380, H52 1.090, H53 1.090
48 O -2.618 4.092 3.472  C47 1.380, H54 0.960
49 H -1.696 5.873 1.674  C46 1.090
50 H -0.235 6.290 2.562  C46 1.090
51 H -1.716 6.671 3.227  C46 1.090
52 H -0.802 4.409 4.229  C47 1.090
53 H -0.796 3.829 2.523  C47 1.090
54 H -2.837 3.305 2.969  O48 0.960
55 C -1.574 -3.575 -1.184  C56 1.511, H58 1.090, H59 1.090, H60 1.090
56 C -0.110 -3.923 -1.048  C55 1.511, O57 1.411, H61 1.090, H62 1.090
57 O 0.608 -2.847 -1.612  C56 1.411, H63 0.960
58 H -1.732 -3.692 -2.256  C55 1.090
59 H -1.854 -2.540 -0.984  C55 1.090
60 H -2.210 -4.158 -0.518  C55 1.090
61 H 0.140 -4.877 -1.511  C56 1.090
62 H 0.239 -4.067 -0.026  C56 1.090
63 H 1.413 -3.095 -2.074  O57 0.960
64 C 1.531 4.629 -6.073  C65 1.510, H70 1.090, H71 1.090, H72 1.090
65 C 1.229 3.399 -5.250  C64 1.510, C66 1.486, N69 1.452, H73 1.090
66 C 2.226 3.043 -4.207  C65 1.486, O67 1.488, H74 1.090, H75 1.090
67 O 1.748 1.792 -3.556  C66 1.488, C68 1.421
68 C 2.661 1.257 -2.608  O67 1.421, H76 1.090, H77 1.090, H78 1.090
69 N -0.024 3.713 -4.587  C65 1.452, H79 1.010, H80 1.010
70 H 0.705 4.762 -6.772  C64 1.090
71 H 2.384 4.401 -6.712  C64 1.090
72 H 1.642 5.450 -5.364  C64 1.090
73 H 1.101 2.587 -5.965  C65 1.090
74 H 2.369 3.853 -3.493  C66 1.090
75 H 3.219 2.940 -4.646  C66 1.090
76 H 2.387 0.270 -2.235  C68 1.090
77 H 2.721 1.895 -1.726  C68 1.090
78 H 3.652 1.195 -3.058  C68 1.090
79 H -0.822 3.688 -5.207  N69 1.010
80 H -0.180 3.015 -3.874  N69 1.010
81 C -2.908 2.673 -0.415  C82 1.525, H87 1.090, H88 1.090, H89 1.090
82 C -4.142 2.217 0.355  C81 1.525, C83 1.588, N86 1.487, H90 1.090
83 C -5.017 1.107 -0.370  C82 1.588, O84 1.446, H91 1.090, H92 1.090
84 O -5.473 1.532 -1.675  C83 1.446, C85 1.414
85 C -6.218 0.571 -2.397  O84 1.414, H93 1.090, H94 1.090, H95 1.090
86 N -3.681 1.854 1.721  C82 1.487, H96 1.010, H97 1.010
87 H -2.171 1.875 -0.509  C81 1.090
88 H -2.452 3.614 -0.109  C81 1.090
89 H -3.129 2.900 -1.458  C81 1.090
90 H -4.930 2.964 0.448  C82 1.090
91 H -5.886 0.834 0.229  C83 1.090
92 H -4.395 0.224 -0.511  C83 1.090
93 H -5.480 -0.173 -2.700  C85 1.090
94 H -6.608 1.058 -3.290  C85 1.090
95 H -7.045 0.115 -1.854  C85 1.090
96 H -3.031 1.090 1.602  N86 1.010
97 H -4.462 1.484 2.244  N86 1.010
98 C 0.458 1.426 1.104  C99 1.542, H104 1.090, H105 1.090, H106 1.090
99 C 0.758 0.032 0.514  C98 1.542, C100 1.535, N103 1.475, H107 1.090
100 C 1.122 -0.967 1.620  C99 1.535, O101 1.457, H108 1.090, H109 1.090
101 O 2.354 -0.457 2.209  C100 1.457, C102 1.438
102 C 2.936 -1.384 3.142  O101 1.438, H110 1.090, H111 1.090, H112 1.090
103 N -0.453 -0.454 -0.174  C99 1.475, H113 1.010, H114 1.010
104 H 0.141 2.221 0.429  C98 1.090
105 H 1.333 1.899 1.548  C98 1.090
106 H -0.307 1.400 1.880  C98 1.090
107 H 1.606 0.085 -0.169  C99 1.090
108 H 1.247 -1.975 1.225  C100 1.090
109 H 0.298 -0.924 2.333  C100 1.090
110 H 3.844 -1.033 3.632  C102 1.090
111 H 3.046 -2.305 2.568  C102 1.090
112 H 2.226 -1.605 3.938  C102 1.090
113 H -0.169 -1.361 -0.516  N103 1.010
114 H -0.496 0.002 -1.075  N103 1.010
115 C -0.480 -0.488 -5.330  C116 1.476, H121 1.090, H122 1.090, H123 1.090
116 C -1.297 -0.070 -4.173  C115 1.476, C117 1.503, N120 1.441, H124 1.090
117 C -2.522 -0.916 -3.963  C116 1.503, O118 1.451, H125 1.090, H126 1.090
118 O -3.361 -1.040 -5.141  C117 1.451, C119 1.415
119 C -4.093 0.120 -5.490  O118 1.415, H127 1.090, H128 1.090, H129 1.090
120 N -0.507 -0.069 -2.969  C116 1.441, H130 1.010, H131 1.010
121 H -0.986 -0.370 -6.288  C115 1.090
122 H -0.148 -1.522 -5.248  C115 1.090
123 H 0.449 0.079 -5.384  C115 1.090
124 H -1.614 0.965 -4.306  C116 1.090
125 H -3.107 -0.658 -3.081  C117 1.090
126 H -2.199 -1.891 -3.600  C117 1.090
127 H -4.879 0.315 -4.761  C119 1.090
128 H -4.576 -0.112 -6.439  C119 1.090
129 H -3.493 1.024 -5.594  C119 1.090
130 H 0.339 0.443 -3.172  N120 1.010
131 H -0.186 -1.022 -2.876  N120 1.010



2.
Density functional theory data (ωB97M-V with the def2-TZVPD basis set) for 11 unconnected molecules or ions with the total composition C30H89N7O11.

Its total charge is -1. The HOMO-LUMO gap (spin up / spin down) comes out at 2.002 / 9.102 eV. Its expectation value of S² is 0.75. The calculation puts the HOMO energy (spin up / spin down) at 0.00405 / -0.25705 hartree. The spin multiplicity is 2.

Each atom is followed by the atoms it is bonded to, with distances in Å.
Cartesian coordinates (Å):
1 C -1.860 -4.287 0.641  C2 1.594, H7 1.090, H8 1.090, H9 1.090
2 C -3.348 -4.473 0.097  C1 1.594, C3 1.550, N6 1.453, H10 1.090
3 C -3.437 -3.928 -1.350  C2 1.550, O4 1.486, H11 1.090, H12 1.090
4 O -3.037 -2.500 -1.451  C3 1.486, C5 1.444
5 C -2.788 -2.070 -2.807  O4 1.444, H13 1.090, H14 1.090, H15 1.090
6 N -3.549 -5.912 0.074  C2 1.453, H16 1.010, H17 1.010
7 H -1.792 -4.461 1.715  C1 1.090
8 H -1.407 -3.327 0.396  C1 1.090
9 H -1.285 -5.047 0.113  C1 1.090
10 H -4.060 -3.873 0.664  C2 1.090
11 H -4.414 -3.983 -1.831  C3 1.090
12 H -2.735 -4.459 -1.992  C3 1.090
13 H -3.761 -1.813 -3.225  C5 1.090
14 H -2.435 -2.816 -3.519  C5 1.090
15 H -2.181 -1.166 -2.767  C5 1.090
16 H -2.908 -6.221 -0.642  N6 1.010
17 H -4.397 -6.253 -0.356  N6 1.010
18 C -0.833 8.189 -0.419  C19 1.505, H24 1.090, H25 1.090, H26 1.090
19 C -0.978 7.057 0.562  C18 1.505, C20 1.529, N23 1.463, H27 1.090
20 C 0.400 6.531 0.967  C19 1.529, O21 1.434, H28 1.090, H29 1.090
21 O 1.064 5.873 -0.121  C20 1.434, C22 1.436
22 C 2.276 5.282 0.373  O21 1.436, H30 1.090, H31 1.090, H32 1.090
23 N -1.716 7.522 1.737  C19 1.463, H33 1.010, H34 1.010
24 H -0.112 8.043 -1.224  C18 1.090
25 H -0.404 8.880 0.306  C18 1.090
26 H -1.879 8.445 -0.586  C18 1.090
27 H -1.522 6.235 0.096  C19 1.090
28 H 0.397 5.956 1.893  C20 1.090
29 H 1.009 7.348 1.353  C20 1.090
30 H 2.800 4.728 -0.406  C22 1.090
31 H 2.132 4.481 1.098  C22 1.090
32 H 2.907 5.993 0.907  C22 1.090
33 H -2.447 8.128 1.392  N23 1.010
34 H -2.225 6.794 2.217  N23 1.010
35 C -1.851 0.996 3.627  C36 1.584, H41 1.090, H42 1.090, H43 1.090
36 C -2.799 0.630 4.842  C35 1.584, C37 1.525, N40 1.467, H44 1.090
37 C -4.306 0.572 4.615  C36 1.525, O38 1.410, H45 1.090, H46 1.090
38 O -4.764 1.853 4.244  C37 1.410, C39 1.483
39 C -6.217 1.873 3.948  O38 1.483, H47 1.090, H48 1.090, H49 1.090
40 N -2.302 -0.577 5.512  C36 1.467, H50 1.010, H51 1.010
41 H -0.819 1.266 3.851  C35 1.090
42 H -2.281 1.820 3.058  C35 1.090
43 H -1.791 0.158 2.933  C35 1.090
44 H -2.669 1.476 5.518  C36 1.090
45 H -4.836 0.193 5.489  C37 1.090
46 H -4.494 -0.157 3.827  C37 1.090
47 H -6.676 1.536 4.878  C39 1.090
48 H -6.431 1.201 3.117  C39 1.090
49 H -6.640 2.857 3.744  C39 1.090
50 H -1.306 -0.479 5.645  N40 1.010
51 H -2.307 -1.400 4.927  N40 1.010
52 C 2.030 -3.251 6.148  C53 1.500, H58 1.090, H59 1.090, H60 1.090
53 C 2.508 -2.381 5.023  C52 1.500, C54 1.622, N57 1.493, H61 1.090
54 C 1.527 -1.167 4.582  C53 1.622, O55 1.434, H62 1.090, H63 1.090
55 O 0.144 -1.542 4.642  C54 1.434, C56 1.424
56 C -0.338 -2.443 3.651  O55 1.424, H64 1.090, H65 1.090, H66 1.090
57 N 3.885 -1.915 5.360  C53 1.493, H67 1.010, H68 1.010
58 H 2.772 -4.042 6.245  C52 1.090
59 H 1.140 -3.839 5.924  C52 1.090
60 H 1.961 -2.660 7.062  C52 1.090
61 H 2.595 -3.120 4.225  C53 1.090
62 H 1.881 -0.845 3.603  C54 1.090
63 H 1.679 -0.296 5.219  C54 1.090
64 H -1.354 -2.749 3.901  C56 1.090
65 H 0.349 -3.276 3.501  C56 1.090
66 H -0.397 -1.873 2.724  C56 1.090
67 H 3.780 -1.686 6.338  N57 1.010
68 H 4.583 -2.632 5.219  N57 1.010
69 C 2.861 -1.418 -1.285  C70 1.540, H75 1.090, H76 1.090, H77 1.090
70 C 2.359 -0.685 -0.028  C69 1.540, C71 1.507, N74 1.462, H78 1.090
71 C 0.876 -0.448 0.089  C70 1.507, O72 1.428, H79 1.090, H80 1.090
72 O 0.363 0.385 -0.952  C71 1.428, C73 1.359
73 C 0.787 1.666 -0.798  O72 1.359, H81 1.090, H82 1.090, H83 1.090
74 N 2.733 -1.667 0.989  C70 1.462, H84 1.010, H85 1.010
75 H 3.922 -1.667 -1.312  C69 1.090
76 H 2.521 -0.872 -2.165  C69 1.090
77 H 2.322 -2.364 -1.241  C69 1.090
78 H 2.926 0.235 0.115  C70 1.090
79 H 0.509 -0.179 1.079  C71 1.090
80 H 0.408 -1.421 -0.061  C71 1.090
81 H 0.567 2.173 0.142  C73 1.090
82 H 0.186 2.251 -1.494  C73 1.090
83 H 1.827 1.734 -1.116  C73 1.090
84 H 3.731 -1.798 0.912  N74 1.010
85 H 2.747 -1.146 1.854  N74 1.010
86 C -3.597 8.546 -5.429  C87 1.586, H92 1.090, H93 1.090, H94 1.090
87 C -2.865 7.506 -4.482  C86 1.586, C88 1.508, N91 1.453, H95 1.090
88 C -3.012 6.041 -4.804  C87 1.508, O89 1.493, H96 1.090, H97 1.090
89 O -2.132 5.120 -4.026  C88 1.493, C90 1.441
90 C -2.338 3.708 -4.225  O89 1.441, H98 1.090, H99 1.090, H100 1.090
91 N -1.450 7.819 -4.381  C87 1.453, H101 1.010, H102 1.010
92 H -3.883 9.519 -5.028  C86 1.090
93 H -4.609 8.304 -5.754  C86 1.090
94 H -2.972 8.777 -6.292  C86 1.090
95 H -3.355 7.607 -3.513  C87 1.090
96 H -2.747 5.962 -5.859  C88 1.090
97 H -4.053 5.722 -4.751  C88 1.090
98 H -1.701 3.065 -3.617  C90 1.090
99 H -2.094 3.337 -5.221  C90 1.090
100 H -3.306 3.266 -3.989  C90 1.090
101 H -1.190 7.305 -3.551  N91 1.010
102 H -1.532 8.808 -4.191  N91 1.010
103 C 1.359 -7.110 -6.556  C104 1.518, H109 1.090, H110 1.090, H111 1.090
104 C 2.055 -7.325 -5.224  C103 1.518, C105 1.491, N108 1.481, H112 1.090
105 C 1.514 -6.319 -4.265  C104 1.491, O106 1.429, H113 1.090, H114 1.090
106 O 1.834 -4.985 -4.668  C105 1.429, C107 1.375
107 C 1.511 -3.973 -3.796  O106 1.375, H115 1.090, H116 1.090, H117 1.090
108 N 1.735 -8.691 -4.750  C104 1.481, H118 1.010, H119 1.010
109 H 1.835 -7.664 -7.365  C103 1.090
110 H 1.428 -6.090 -6.932  C103 1.090
111 H 0.270 -7.085 -6.545  C103 1.090
112 H 3.139 -7.221 -5.247  C104 1.090
113 H 2.075 -6.562 -3.362  C105 1.090
114 H 0.430 -6.367 -4.167  C105 1.090
115 H 1.542 -3.009 -4.304  C107 1.090
116 H 2.140 -4.158 -2.926  C107 1.090
117 H 0.504 -4.143 -3.415  C107 1.090
118 H 2.519 -9.292 -4.962  N108 1.010
119 H 0.909 -9.047 -5.212  N108 1.010
120 O 2.308 1.957 1.926  H121 0.957, H122 0.957
121 H 2.955 1.777 2.608  O120 0.957
122 H 2.829 2.146 1.145  O120 0.957
123 O 4.356 2.370 -0.413  H124 0.957, H125 0.957
124 H 4.626 1.845 -1.167  O123 0.957
125 H 4.790 3.213 -0.541  O123 0.957
126 C 6.375 -0.707 1.544  O127 1.484, H128 1.090, H129 1.090, H130 1.090
127 O 5.218 -1.359 2.205  C126 1.484, H131 0.960
128 H 6.217 -0.046 0.691  C126 1.090
129 H 7.106 -0.256 2.215  C126 1.090
130 H 7.048 -1.405 1.046  C126 1.090
131 H 4.955 -0.802 2.941  O127 0.960
132 C 1.916 -4.910 0.226  O133 1.350, H134 1.090, H135 1.090, H136 1.090
133 O 2.456 -4.500 1.393  C132 1.350, H137 0.960
134 H 1.935 -5.998 0.163  C132 1.090
135 H 0.881 -4.599 0.361  C132 1.090
136 H 2.229 -4.335 -0.646  C132 1.090
137 H 2.455 -3.541 1.334  O133 0.960



Number 1: total energy -60973.939 eV. Number 2: total energy -65497.332 eV.